16
Properties=species:S:1:pos:R:3:forces:R:3 method="wB97M-V/def2-TZVPD" e_tot_ha=-1029.698523 gap_ev=8.43 smiles="S=C1[C@H]2CC[C@@H]1[C@@H]2S" total_charge=0 e_lumo_ev=-0.12 e_above_lowest_kcal_mol=58.1
S 3.076117 -0.889920 0.037894 -0.6 0.1 0.0
C 1.505116 -0.545165 0.046274 -0.4 -0.1 1.8
C 0.347082 -0.297976 1.121089 0.7 -2.2 -2.6
C -0.068582 1.069129 0.746296 0.1 2.1 1.3
C -0.083567 0.951929 -0.778352 -2.3 1.1 -2.1
C 0.426479 -0.474923 -0.973285 -0.2 -0.7 0.1
C -0.482494 -1.234671 0.110610 -0.3 1.6 -0.2
S -2.334458 -1.092166 0.052965 1.5 2.8 -1.2
H 0.320067 -0.603555 2.109566 0.6 -0.3 2.0
H 0.723119 1.836203 0.984548 -0.7 -0.8 0.1
H -0.954119 1.369910 1.362120 0.3 -0.1 -1.2
H -1.131376 1.056258 -1.308364 1.8 -0.1 1.0
H 0.453542 1.794828 -1.222742 0.4 -0.6 -0.1
H 0.681450 -0.951605 -1.912681 -0.5 0.5 -0.4
H -0.316644 -2.294002 0.140736 0.6 -0.4 0.3
H -2.161738 0.305722 -0.516672 -1.1 -2.9 1.3